No. 1
Formula: C37H37F5N2O10
Source: the Open Molecules 2025 dataset
Level of theory: ωB97M-V/def2-TZVPD

The geometry in XYZ format:
```
91
Properties=species:S:1:pos:R:3:forces:R:3:lowdin_charge:R:1
C 2.377855 2.400314 4.282662 -0.2 1.2 0.1 0.1146
C 1.872330 2.107165 3.219997 -1.1 -0.7 -1.0 -0.0822
C 1.117506 1.634943 1.985052 0.1 -0.2 -0.2 -0.0544
C 1.178127 0.147381 1.714872 -1.0 0.9 -0.6 -0.0773
C 1.991980 -0.777518 2.698229 0.1 0.1 -1.5 -0.1723
C 3.494302 -0.821193 2.163625 0.8 0.0 0.2 -0.0969
C 0.477354 -0.407559 0.541526 -0.2 2.6 0.3 0.0092
C -0.233070 0.561303 -0.358648 0.8 0.2 1.6 0.0397
C -0.279238 2.041602 -0.091560 0.6 -2.4 0.5 -0.0994
N -0.988704 2.841307 -1.055861 1.4 0.2 1.2 -0.0032
C -0.120091 3.374552 -2.137583 -0.1 0.5 -2.0 -0.1829
C -0.418241 4.886794 -2.527418 -0.2 0.3 0.3 -0.2067
C -1.959092 5.191247 -2.769273 0.4 0.7 -1.3 -0.2481
C -2.325826 4.890658 -4.310068 -0.1 -0.2 0.3 -0.1213
C 0.397084 2.606240 1.138094 -0.3 -3.0 -1.1 0.0316
C 0.255012 4.134376 1.362126 0.5 0.5 -0.9 -0.2767
F 0.904040 4.767726 0.270472 -0.9 -0.7 1.7 0.0615
F 0.831081 4.653646 2.501602 -0.5 -1.2 -1.4 0.0988
C -1.279169 4.661446 1.360547 -0.9 1.0 1.1 -0.3837
F -1.601751 5.378405 0.239464 0.3 -1.5 1.8 0.1245
F -2.182593 3.638951 1.612569 1.5 1.7 -0.9 0.1120
F -1.434791 5.545182 2.435908 0.2 -1.4 -1.8 0.0938
C -0.964827 -0.090655 -1.601127 0.1 -0.5 0.8 -0.2483
O -1.016637 0.415901 -2.703458 0.0 -0.5 1.1 0.0899
C -1.600695 -1.512726 -1.311265 0.5 -1.0 1.1 -0.1015
C -2.952786 -2.024368 -1.936480 0.4 0.2 -0.7 -0.1532
C -3.747985 -0.963728 -2.800413 -0.3 -0.4 0.0 -0.1960
C -4.170511 0.357353 -2.029118 -0.2 0.1 -0.2 -0.1958
C -4.519505 0.130445 -0.490695 -0.5 0.2 -0.5 -0.1885
C -5.918940 -0.639791 -0.353927 0.5 0.6 0.3 -0.2637
N -7.038499 0.330553 -0.602510 0.3 -0.4 0.5 -0.0401
C -0.931782 -2.397912 -0.486923 0.1 2.0 -0.5 0.0641
C 0.427115 -1.948592 0.179779 -1.1 0.3 -0.1 -0.2818
O 1.326656 -2.727247 0.415483 -0.8 0.8 -0.1 0.0893
H 2.700345 2.976185 5.181484 -0.3 -1.2 -1.3 0.0668
H 1.990903 -0.415089 3.760174 -0.3 -0.2 -1.2 0.1017
H 1.532055 -1.804380 2.614155 0.6 1.1 0.3 0.1009
H 4.225196 -0.466190 2.956657 -1.2 -0.6 -1.0 0.0469
H 3.672827 -0.140543 1.271910 -0.4 -0.7 1.0 0.0885
H 3.811778 -1.855987 1.830338 -0.6 1.1 0.4 0.0791
H -1.823449 2.378114 -1.412560 0.6 0.0 0.1 0.0959
H -0.349859 2.775423 -3.080833 0.3 0.6 1.1 0.1157
H 0.986285 3.199814 -1.955030 -1.4 0.3 0.2 0.1356
H 0.132291 5.119173 -3.496500 -0.6 -0.4 1.2 0.1099
H -0.040340 5.633859 -1.776750 -0.2 -1.0 -0.5 0.0867
H -2.650536 4.671248 -2.051905 0.8 0.4 -0.7 0.0887
H -2.129010 6.306645 -2.626569 0.3 -1.4 0.1 0.1033
H -2.711402 5.823100 -4.830786 0.3 -1.2 0.7 0.0691
H -1.399875 4.566739 -4.884010 -1.2 0.3 0.7 0.0660
H -3.100398 4.063159 -4.382133 0.9 1.1 -0.1 0.0656
H -3.571785 -2.482162 -1.105969 0.7 0.7 -0.9 0.1108
H -2.678821 -2.881713 -2.631141 -0.4 1.0 0.8 0.1273
H -3.132389 -0.772000 -3.732011 -0.8 0.2 1.2 0.1136
H -4.713015 -1.441742 -3.169013 1.2 0.3 0.5 0.1117
H -5.107704 0.745485 -2.545962 1.1 -0.4 0.7 0.1142
H -3.397302 1.175470 -2.165750 -0.8 -1.0 0.3 0.0825
H -3.688002 -0.379424 0.077128 -0.8 0.4 -0.7 0.1005
H -4.639878 1.154668 -0.006740 0.1 -1.2 -0.5 0.1095
H -6.025058 -1.045293 0.702918 0.3 0.2 -1.4 0.1118
H -6.009733 -1.467886 -1.127774 0.3 0.8 1.1 0.1038
H -6.673640 1.286829 -0.643712 -0.2 -0.5 0.1 0.0516
H -7.689514 0.272902 0.186623 0.3 0.2 -0.5 0.0589
H -1.385730 -3.410038 -0.301384 0.9 1.0 -0.2 0.1155
C -1.938037 -6.588467 0.471324 -0.3 0.2 -0.2 0.0746
C -1.400297 -7.800984 0.638395 0.6 0.4 0.8 -0.2246
C -1.831162 -8.966252 -0.192437 -0.4 -0.4 -0.5 -0.3120
O -1.303508 -10.049458 -0.021984 0.1 0.3 0.3 0.1166
C -2.885772 -8.750103 -1.183658 0.2 -0.2 0.2 0.0788
C -3.425117 -7.538770 -1.347626 -0.6 -0.4 -0.7 -0.2261
C -2.974867 -6.368492 -0.535911 0.4 0.3 0.5 -0.3090
O -3.480652 -5.275715 -0.730105 -0.1 -0.2 -0.2 0.0915
O -4.400809 -7.318656 -2.254730 0.6 0.4 0.7 0.1034
O -0.445225 -8.026345 1.562528 -0.6 -0.4 -0.8 0.1089
H -1.633318 -5.736902 1.064713 0.0 0.0 0.0 0.1327
H -3.201290 -9.604680 -1.766364 0.0 0.0 0.0 0.1381
H -4.618086 -6.369167 -2.179725 0.0 -0.1 -0.1 0.1173
H -0.223350 -8.974845 1.483181 0.0 0.1 0.1 0.1206
C 8.549130 2.947093 2.279476 0.3 -0.1 -0.1 0.0773
C 7.333844 2.518559 2.633853 -0.3 1.0 0.0 -0.2232
C 7.039567 1.064033 2.804802 0.1 -0.7 0.0 -0.2966
O 5.923376 0.717666 3.147312 0.3 0.5 0.1 0.0832
C 8.116943 0.109308 2.545436 -0.3 0.1 0.1 0.0810
C 9.331273 0.537504 2.187651 0.3 -1.0 0.0 -0.2276
C 9.633391 1.993643 2.043330 -0.1 0.7 0.0 -0.3143
O 10.757947 2.342846 1.733293 0.0 -0.4 0.0 0.1120
O 10.338667 -0.325963 1.941295 -0.3 1.0 0.0 0.1029
O 6.318343 3.380521 2.854087 0.3 -1.0 0.0 0.1028
H 8.775849 3.997147 2.154512 0.0 0.0 0.0 0.1373
H 7.885860 -0.941446 2.655582 0.0 0.0 0.0 0.1382
H 11.106780 0.229882 1.704588 0.0 -0.1 0.0 0.1190
H 5.550593 2.825457 3.096692 0.0 0.1 0.0 0.1100
```
Positions in Å, forces in eV/Å.

## Properties
Structure (SMILES): C#Cc1c(CC)c2c(c(NCCCC)c1C(F)(F)C(F)(F)F)C(=O)C(CCCCCN)=CC2=O.O=C1C=C(O)C(=O)C=C1O.O=C1C=C(O)C(=O)C=C1O
Orbital gap: 7.021 eV
Multiplicity: 1
Net charge: 0
M: 764.70 g/mol
Highest occupied orbital energy: -8.819 eV

=====

No. 2
Formula: C4H10AsCuF2NO3
Source: the Open Molecules 2025 dataset
Level of theory: ωB97M-V/def2-TZVPD

The geometry in XYZ format:
```
22
Properties=species:S:1:pos:R:3:forces:R:3:nbo_charge:R:1
Cu -0.533661 1.368175 1.532337 0.0 -0.4 1.7 0.6891
O 0.432396 2.971494 0.872263 -0.2 0.8 -0.3 -0.5580
N 1.490938 2.705578 0.286311 0.4 0.0 0.0 0.2800
O 1.776010 1.487232 0.269520 0.0 -0.3 -0.4 -0.6009
C 0.382153 0.799795 -2.373617 0.4 0.1 0.5 -0.9698
As -0.250887 -0.213366 -0.823603 -0.8 -1.3 -1.3 1.9528
C 0.832685 -1.464402 0.192330 0.3 0.5 0.0 -0.9681
C -1.215974 -1.583438 -1.868519 0.1 0.0 0.1 -1.0134
O -1.480249 0.527323 -0.011460 -0.3 0.2 -0.3 -1.1826
H 0.177837 0.231996 -3.280485 0.0 -0.1 0.1 0.2184
H 1.433686 1.051717 -2.302893 0.1 0.1 0.1 0.2577
H -0.210151 1.713811 -2.368407 0.0 0.0 0.1 0.2569
H 1.393572 -2.113832 -0.479399 -0.1 0.1 -0.1 0.2214
H 0.100235 -2.047632 0.749954 0.0 0.1 0.0 0.2456
H 1.498510 -0.947917 0.874077 0.0 0.1 0.0 0.2754
H -0.533808 -2.135920 -2.519877 0.0 0.0 0.0 0.2064
H -1.975491 -1.099103 -2.482796 0.0 0.1 0.0 0.2268
H -1.712983 -2.281324 -1.194680 0.0 0.0 0.0 0.2278
F -1.588279 -0.133781 3.906139 0.0 0.0 0.0 -0.4435
C -0.410024 0.411463 3.324344 0.1 0.3 -0.4 0.0590
F 0.114753 1.208462 4.382445 0.0 -0.1 0.0 -0.4418
H 0.278735 -0.456329 3.316020 -0.1 0.0 0.1 0.0608
```
Positions in Å, forces in eV/Å.

## Properties
Orbital gap: 6.059 eV
ΔE to the lowest compared entry with this formula, charge and spin: 0.520 eV
Multiplicity: 1
Net charge: -1
M: 296.59 g/mol
Highest occupied orbital energy: -3.064 eV

=====

Among the records above, which one has the lowest M?
C4H10AsCuF2NO3

=====

The lowest net charge belongs to which entry?
C4H10AsCuF2NO3

=====

What is the orbital gap in the second record?
6.059 eV